DFT (ωB97M-V with the def2-TZVPD basis set) results for 7 unconnected molecules or ions with the total composition C19H37Cl3O12.

```
71
Properties=species:S:1:pos:R:3:forces:R:3:mulliken_charge:R:1
C 1.312555 -1.313839 4.387425 -0.685 -0.168 0.547 0.01
Cl 2.891559 -0.535567 4.338959 -0.245 0.012 -0.236 -0.12
Cl 1.164311 -2.266808 5.865459 0.315 0.058 0.207 -0.15
Cl 0.976004 -2.357310 3.019611 0.440 -0.218 -0.433 -0.01
H 0.476865 -0.614119 4.398672 0.458 0.248 0.069 0.24
C 4.060637 3.517180 -0.722102 -0.386 0.149 -1.311 -0.78
O 3.792346 2.096314 -0.772163 0.377 0.665 0.428 -0.11
C 4.261787 1.293861 -1.759338 0.926 0.603 -2.274 0.71
O 4.859440 1.631193 -2.809982 -2.010 -1.027 3.518 -0.61
O 3.855323 0.064096 -1.388328 0.425 1.204 -0.079 -0.18
C 4.113048 -1.066181 -2.212019 0.060 -0.508 -0.064 -0.60
H 3.308622 4.065762 -0.154974 -0.255 -0.849 0.571 0.23
H 3.909298 3.922610 -1.722515 0.625 -0.024 -0.288 0.32
H 5.025651 3.830888 -0.324059 0.136 -0.629 -0.174 0.32
H 5.167803 -1.340591 -2.228926 0.044 0.348 -0.111 0.31
H 3.724974 -0.926884 -3.221031 0.095 0.039 0.062 0.31
H 3.590190 -1.874821 -1.701314 -0.084 0.048 -0.233 0.13
C -1.963443 -3.518764 5.837358 2.853 0.743 1.429 -0.53
O -3.065460 -3.046449 5.190188 -3.033 1.494 -2.637 -0.31
C -3.029213 -2.044586 4.237660 1.127 1.147 0.433 0.75
O -2.038836 -1.335012 3.982145 -2.636 -1.960 0.408 -0.54
O -4.301606 -1.908958 3.715435 1.486 -1.261 0.681 -0.32
C -4.666574 -0.879808 2.804981 0.249 1.623 0.110 -0.44
H -2.159119 -4.058578 6.763864 -1.040 -0.613 -0.595 0.32
H -1.409650 -2.699548 6.295952 0.262 0.367 -0.527 0.18
H -1.274262 -4.067868 5.195800 -0.164 -0.113 -0.052 0.28
H -5.338135 -1.132678 1.984517 0.288 -1.226 0.198 0.30
H -3.818961 -0.352526 2.367211 0.252 -0.265 0.189 0.06
H -5.255380 -0.139315 3.346340 0.191 0.065 0.349 0.30
C -4.429452 2.939791 -2.596079 0.209 -0.969 0.690 -0.61
O -3.327766 2.530286 -3.461093 -0.686 3.709 -0.327 -0.33
C -2.877320 1.347542 -3.587167 0.292 -4.790 0.511 0.84
O -3.406448 0.304172 -3.190868 1.293 2.129 -0.743 -0.58
O -1.658631 1.396533 -4.254705 -0.880 1.715 0.228 -0.32
C -0.827575 0.265150 -4.296850 -0.324 -1.899 0.745 -0.67
H -4.635973 4.010051 -2.594662 0.762 0.020 -0.846 0.24
H -4.083644 2.715693 -1.586966 -0.419 -0.299 0.072 0.28
H -5.378835 2.458121 -2.830075 0.369 -0.411 -0.069 0.31
H -1.419670 -0.604510 -4.581833 0.074 -0.080 0.015 0.38
H -0.402566 0.067868 -3.312697 -0.125 0.013 0.238 0.17
H 0.027907 0.308439 -4.970934 -0.432 0.901 -0.380 0.29
C -1.029346 -4.169128 0.409355 -0.010 -0.328 -0.105 -0.46
C 0.182191 -4.927075 -0.104565 -0.316 0.307 0.284 0.74
O 0.081940 -5.819426 -0.899289 -0.250 -0.378 -0.595 -0.55
C 1.529788 -4.633448 0.489826 1.061 -0.489 0.233 -0.97
H -1.136668 -3.238134 -0.147247 0.213 0.274 0.293 0.00
H -0.916280 -4.025235 1.483893 -0.078 0.453 -0.037 0.05
H -1.959717 -4.708841 0.232629 0.219 -0.261 -0.078 0.40
H 2.237104 -5.330807 0.040956 -0.079 -0.062 -0.057 0.36
H 1.517666 -4.870435 1.553686 -0.140 0.076 0.158 0.26
H 2.005136 -3.656681 0.399941 -0.638 0.357 -0.130 0.20
C 1.105886 3.111563 -3.403366 -0.349 0.403 -0.509 0.05
C 1.118450 4.516244 -2.731416 0.075 -0.114 -0.201 0.68
O 1.757296 5.405720 -3.241923 -0.513 -0.678 0.371 -0.14
C 0.334603 4.745021 -1.427719 0.706 -0.230 0.712 -0.76
H 0.057622 2.817147 -3.352838 -0.143 -0.210 0.217 -0.04
H 1.744928 2.406533 -2.871699 -0.057 0.231 0.539 -0.09
H 1.398785 3.124082 -4.453206 0.175 0.456 0.147 0.46
H -0.708097 5.038752 -1.548492 0.086 -0.064 -0.642 0.36
H 0.830378 5.481514 -0.795353 0.066 0.241 -0.386 0.41
H 0.379141 3.802812 -0.881491 -0.108 -0.330 -0.252 0.01
C 1.437109 0.999598 1.344080 -0.742 0.281 -0.076 -0.53
C 0.385955 0.710402 0.290087 -0.497 -1.461 0.055 0.42
O 0.513202 1.182507 -0.819533 -0.021 0.819 -0.363 -0.40
C -0.735152 -0.317162 0.550297 0.816 0.957 -0.648 -0.36
H 1.571633 2.081241 1.338385 0.505 -0.037 -0.111 0.24
H 2.314516 0.465155 0.979885 0.273 0.264 0.190 0.25
H 1.219530 0.719434 2.374748 -0.233 -0.278 -0.289 0.05
H -1.501313 0.198732 1.129044 0.079 -0.452 0.614 0.21
H -0.276620 -1.196989 1.001694 -0.493 0.183 0.456 -0.19
H -1.209466 -0.593922 -0.391267 0.185 0.081 -0.109 0.27
```
Positions in Å, forces in eV/Å.

Charge = +1
Spin multiplicity = 2
Expectation value of S² = 0.76
Gap between HOMO and LUMO (alpha / beta) = 6.43 / 2.61 eV
HOMO (alpha / beta) = -11.32 / -11.32 eV



DFT (ωB97M-V with the def2-TZVPD basis set) results for 2 unconnected molecules or ions with the total composition C19H37ClFN4O6P.

```
69
Properties=species:S:1:pos:R:3:forces:R:3:mulliken_charge:R:1
C 2.936528 -4.128481 0.753428 -0.983 0.321 0.079 -0.67
C 2.621166 -4.291056 -0.881243 3.435 -1.964 -0.842 0.48
O 3.568451 -4.896829 -1.593837 -6.027 3.805 3.304 -0.57
N 1.331491 -3.689017 -1.367968 2.583 -2.265 -0.118 -0.16
C 1.012271 -3.981751 -2.808716 -1.849 -0.703 -1.391 -0.73
C 1.151351 -2.729050 -3.848266 0.125 0.279 -0.395 -0.57
C 1.711684 -1.328024 -3.220932 0.545 1.144 -1.325 -0.45
C 0.530948 -0.154610 -3.041405 1.259 -0.941 -0.543 -1.16
C -0.188815 -0.369714 -1.584232 -0.413 -0.464 -1.240 1.59
N -1.611292 -0.814534 -1.988149 1.399 0.865 1.109 -0.43
C -2.557794 -0.923827 -0.855357 -1.254 -2.643 -0.405 -0.74
C -2.424169 0.119707 0.388186 -0.337 -1.624 2.312 0.69
P -3.790493 1.370530 0.165191 -3.932 -1.556 -4.152 -0.12
O -3.433149 2.877451 -0.526524 0.327 0.399 4.233 -0.42
O -5.157317 1.258606 1.178748 2.362 2.522 0.929 -0.39
N -1.003143 0.631263 0.711174 -0.207 -0.696 -0.228 0.89
C -1.043397 1.866347 1.578419 1.356 2.326 1.255 -0.65
C -1.874527 1.893746 2.953895 1.794 3.634 6.154 -0.41
O -1.427119 2.796649 3.877455 -2.146 -4.978 -6.418 -0.56
N -3.075550 1.107760 3.401229 0.690 2.036 0.771 0.39
C -3.874782 2.035649 4.341128 -1.356 -0.304 1.073 -1.00
C -2.746644 -0.081349 4.269642 1.387 -2.202 -0.990 -0.85
C -0.265746 -0.410112 1.501359 3.543 -3.113 2.968 0.60
C 1.369247 -0.359106 1.484140 0.233 -0.563 0.580 -0.84
F -0.555039 -1.850959 1.187083 -0.208 3.346 -0.122 -0.42
C -0.406403 0.974216 -0.669358 -0.704 1.111 -3.340 -0.76
C 0.686657 2.146429 -0.812068 1.228 1.493 -1.166 -0.86
C 2.274512 1.832256 -0.716549 4.416 -3.416 -2.863 0.21
O 3.032315 1.061490 -1.491786 -5.561 4.774 4.826 -0.50
Cl 3.227183 2.731538 0.651258 -1.767 -1.087 -1.735 -0.19
H 3.624142 -3.180855 0.958545 -1.394 -2.130 -0.689 0.20
H 1.922284 -3.950507 1.347448 2.034 -0.300 -1.287 0.14
H 3.430622 -5.097078 1.214745 -0.912 2.065 -1.380 0.32
H 0.526960 -3.849564 -0.722804 1.294 0.157 -0.637 0.29
H 1.588654 -4.894890 -3.279804 -0.866 1.858 1.498 0.30
H -0.138901 -4.301308 -2.833071 2.453 0.600 0.131 0.26
H 0.095252 -2.494882 -4.332006 2.114 -0.583 0.972 0.28
H 1.845229 -3.082225 -4.750321 -1.452 0.872 2.072 0.35
H 2.448778 -0.867122 -4.040149 -1.545 -1.052 1.859 0.47
H 2.353101 -1.427538 -2.247522 -1.378 0.021 -1.864 0.19
H 1.070771 0.856438 -3.216095 -1.077 -1.726 0.638 0.31
H -0.223440 -0.306616 -3.950162 1.319 0.444 2.279 0.44
H 0.423972 -1.231149 -1.064824 -1.252 1.870 -0.605 -0.47
H -1.545887 -1.669298 -2.596176 -0.283 1.106 1.181 0.32
H -3.664085 -0.832256 -1.296448 2.493 0.140 1.259 0.42
H -2.508044 -2.046478 -0.450810 -0.066 2.457 -0.135 0.21
H -2.710775 -0.514712 1.361663 0.216 1.450 -2.166 -0.04
H -3.338478 3.560466 0.225714 0.038 -0.784 -1.805 0.35
H -5.211689 1.968150 1.890900 0.114 -1.333 -0.714 0.29
H -1.328820 2.857304 0.974022 0.408 -2.575 1.061 0.51
H 0.093886 2.071670 1.891090 -2.577 -0.413 -0.518 0.44
H -3.391260 2.076776 5.432166 -0.866 0.319 -2.588 0.33
H -4.928478 1.500060 4.509425 2.240 1.130 -0.587 0.35
H -4.067783 3.093569 3.882741 0.613 -2.030 0.954 0.34
H -2.753392 -1.032900 3.551356 -0.051 1.748 1.727 0.17
H -1.636174 0.007087 4.663543 -2.374 -0.130 -0.264 0.30
H -3.523921 -0.272377 5.132000 1.649 0.681 -1.900 0.40
H -0.500918 -0.401126 2.675100 -0.228 0.527 -2.872 0.04
H 1.734629 -1.184730 2.265791 -1.058 1.796 -1.688 0.46
H 1.754005 0.661985 1.906416 -0.659 -1.854 -1.083 0.21
H 1.868517 -0.660385 0.461553 -1.206 0.936 1.958 -0.01
H -1.343602 1.492686 -1.219785 1.995 -1.165 1.322 0.21
H 0.572936 2.544008 -1.941615 0.183 -1.154 2.461 0.53
H 0.501927 3.144933 -0.206215 0.270 -2.378 -0.947 0.50
C 5.375068 4.589058 -1.852563 0.425 -0.207 -0.181 -0.16
O 4.918368 5.814519 -2.062646 -0.418 0.385 0.014 -0.82
H 6.311376 4.490209 -1.277423 0.586 0.251 0.487 0.22
H 4.721170 3.893781 -1.299142 -0.730 -0.360 0.500 -0.23
H 5.615575 3.980077 -2.740582 0.010 -0.179 -0.785 0.19
```
Positions in Å, forces in eV/Å.

Spin multiplicity = 1
Gap between HOMO and LUMO = 1.72 eV
HOMO = -3.98 eV



DFT (ωB97M-V with the def2-TZVPD basis set) results for a molecular structure, C19H37N3O.

```
60
Properties=species:S:1:pos:R:3:forces:R:3:mulliken_charge:R:1
C 1.704722 -5.374033 4.110562 1.086 -3.873 -2.272 -1.26
C 0.597602 -5.443361 3.086384 0.312 -4.972 -2.220 -0.94
C 0.660545 -4.559724 1.771987 7.532 -0.359 8.082 0.34
H -0.063491 -4.889780 1.213665 -3.526 -1.260 -3.776 0.20
H 1.858470 -4.715050 1.503138 -3.370 0.369 -0.298 0.03
C 0.518008 -3.198795 2.404636 -3.212 -0.007 -1.277 -0.99
N 0.319654 -2.251829 1.436407 1.273 3.971 -7.264 0.14
C 1.655089 -1.979622 0.321259 -6.939 0.127 -1.006 -0.60
C 1.623480 -0.502598 0.036681 -4.399 -0.325 -0.067 -1.25
H 2.374493 -0.133631 -0.575373 1.508 0.327 -1.641 0.47
C 0.134326 -0.089955 -0.651086 7.945 4.541 1.344 -1.09
N 0.250713 1.363640 -0.526678 0.076 3.933 0.106 -0.06
C -0.312707 2.298488 -1.332954 -5.049 -9.161 -9.213 0.58
O -0.998526 1.621755 -2.480494 3.264 3.173 4.535 -0.86
N -0.424959 3.557866 -1.289678 -2.281 3.793 0.897 0.32
C 0.165717 4.219426 -0.174704 6.460 1.269 -1.931 -0.08
C -0.575528 4.806797 1.073220 -11.080 -9.671 -9.427 -1.64
H -1.144595 3.842423 1.456960 1.353 2.143 0.400 0.24
H 0.061067 5.205021 1.533935 8.687 6.031 7.691 0.86
H -1.445491 5.393956 0.653889 1.266 0.032 0.691 0.23
C 1.088471 5.425848 -0.907722 -11.766 -0.960 -1.009 -1.59
H 1.386166 5.000203 -1.750093 2.028 -1.283 -3.509 0.45
H 1.615244 5.802099 -0.239484 5.501 3.393 5.433 0.72
H 0.153290 6.189754 -1.116651 2.824 -1.205 0.028 0.20
H 1.194566 3.508701 -0.181269 -2.719 1.404 2.061 0.37
C -1.502435 4.387059 -2.135683 1.781 -1.981 0.864 0.36
C -2.839953 3.846662 -1.801165 -3.627 -2.861 -7.149 -1.26
H -3.640841 4.370650 -2.642746 1.940 -0.852 2.793 0.27
H -3.027415 2.704909 -2.272708 1.165 2.819 1.363 0.23
H -3.257629 3.757638 -0.856024 -0.315 0.684 1.972 0.41
C -1.050238 4.334027 -3.663540 1.914 3.385 6.845 -1.76
H -1.623788 4.956290 -4.136590 -3.793 2.835 -3.342 0.64
H -0.100379 4.813988 -3.675360 1.125 0.181 -0.067 0.34
H -0.967387 3.395058 -3.845268 0.083 -5.984 -1.944 0.48
H -1.468319 5.335465 -1.613091 0.459 0.489 -0.605 0.35
H 0.052729 1.822933 0.321903 0.696 -0.754 2.531 0.38
C -0.839436 -0.542138 0.130412 -12.424 -5.534 4.661 -0.45
H -2.143994 -0.397610 -0.279633 3.850 -0.042 0.187 0.21
H -1.126270 -0.092690 1.154302 1.692 -0.421 -1.530 0.28
C -0.944460 -2.226297 0.482946 0.925 4.396 4.609 -0.34
H -1.781320 -2.251677 1.281305 0.885 -0.097 -1.366 0.47
C -1.154863 -3.112475 -0.658980 5.361 1.183 -2.336 -1.02
C 0.284679 -2.915703 -1.583473 -0.997 7.374 6.685 -1.45
H 0.238284 -1.933898 -2.131362 -0.376 -0.971 0.714 0.20
C 1.651274 -2.958830 -0.920503 -2.254 12.296 -2.636 -1.20
H 2.413704 -2.338865 -1.532500 -0.712 -2.223 0.357 0.40
H 1.797015 -3.740565 -0.487266 2.811 -9.678 3.780 0.80
H 0.276910 -3.513038 -2.267995 -0.442 -7.294 -7.657 1.29
H -1.781658 -2.701276 -1.424311 -1.302 -0.463 0.197 0.45
H -1.086294 -4.137679 -0.406705 -1.048 -1.068 -0.018 0.39
H 0.176441 -0.171715 -1.648898 -0.424 -1.122 -3.450 0.83
H 1.725633 0.081281 0.957244 -0.348 -0.283 0.068 0.39
H 2.490946 -2.014034 0.798055 5.182 -1.572 3.644 0.92
H -0.448776 -2.992085 2.990563 1.070 -1.366 -0.023 0.25
H 1.276494 -2.742891 2.961945 1.680 -0.545 1.341 0.50
H 0.360632 -6.626441 2.776810 1.260 2.577 0.450 0.27
H -0.227385 -5.394137 3.703916 -2.609 1.326 0.659 0.52
H 2.696305 -5.634387 3.617118 -0.962 0.185 1.007 0.27
H 1.730656 -4.444637 4.464026 0.497 3.970 1.527 0.40
H 1.444808 -6.020493 4.966721 0.484 -0.020 -0.491 0.38
```
Positions in Å, forces in eV/Å.

Spin multiplicity = 1
ΔE to the lowest compared entry with this formula, charge and spin = 439.13 kcal/mol
Gap between HOMO and LUMO = 8.39 eV
HOMO = -7.71 eV



What are the E values for these records? In order: -82428.9383, -63058.5237, -26803.7990 eV.